Entry 1:
Below is C36H41Cl2GeN4OReS2 as an isolated structure, with properties calculated with ωB97M-V/def2-TZVPD.

- Molar mass: 939.608 u
- 2S+1: 2
- Net charge: +3
- Energy relative to the best compared isomer or geometry (same formula, charge and spin): 0.000 eV
- Energy: -151342.47007 eV
- Orbital gap (alpha / beta): 4.6939 / 4.7448 eV
- E_HOMO (alpha / beta): -16.015 / -16.009 eV

Positions of all 88 atoms, in Å:
Re: 2.767 -1.247 0.436
S: 0.875 -1.966 1.720
C: -0.034 -3.029 0.715
N: -1.176 -3.511 1.141
C: -1.777 -4.653 0.448
C: -1.607 -4.517 -1.041
N: -0.216 -4.210 -1.386
C: 0.228 -4.653 -2.720
C: -0.399 -3.836 -3.833
C: 0.314 -2.785 -4.401
C: -0.238 -2.050 -5.439
C: -1.506 -2.358 -5.911
C: -2.217 -3.413 -5.355
C: -1.663 -4.155 -4.323
C: 0.503 -3.449 -0.608
S: 2.058 -2.924 -1.103
C: -1.888 -3.024 2.337
C: -3.308 -2.661 1.973
C: -4.376 -3.367 2.513
C: -5.677 -3.027 2.171
C: -5.912 -1.987 1.283
C: -4.846 -1.277 0.744
C: -3.546 -1.611 1.088
H: -2.836 -4.690 0.691
H: -1.305 -5.567 0.820
H: -2.247 -3.727 -1.445
H: -1.883 -5.453 -1.520
H: -0.056 -5.701 -2.822
H: 1.311 -4.581 -2.772
H: 1.316 -2.559 -4.054
H: 0.331 -1.250 -5.894
H: -1.933 -1.791 -6.727
H: -3.193 -3.675 -5.740
H: -2.210 -5.007 -3.934
H: -1.364 -2.157 2.724
H: -1.877 -3.803 3.103
H: -4.193 -4.172 3.216
H: -6.506 -3.573 2.600
H: -6.927 -1.730 1.011
H: -5.035 -0.460 0.060
H: -2.711 -1.047 0.680
Cl: 7.508 -1.762 -1.011
C: 6.955 -0.955 0.368
C: 7.857 -0.392 1.269
C: 7.430 0.281 2.395
Cl: 8.567 0.953 3.455
C: 6.028 0.418 2.673
C: 5.482 1.080 3.775
C: 4.103 1.149 3.916
C: 3.288 0.541 2.978
N: 3.781 -0.118 1.917
C: 5.134 -0.159 1.756
C: 5.564 -0.834 0.591
O: 4.639 -1.295 -0.204
H: 8.919 -0.477 1.075
H: 6.137 1.535 4.506
H: 3.662 1.670 4.753
H: 2.210 0.572 3.068
C: -1.222 5.879 3.273
C: -0.725 4.588 2.632
C: -1.788 3.909 1.773
C: -1.292 2.659 1.044
Ge: 0.127 2.993 -0.309
C: -0.459 3.101 -2.191
C: -1.422 4.249 -2.499
C: -0.783 5.633 -2.532
C: -0.231 6.088 -1.181
H: -0.427 6.356 3.845
H: -2.051 5.684 3.954
H: -1.569 6.587 2.520
H: -0.399 3.895 3.416
H: 0.152 4.813 2.014
H: -2.195 4.630 1.060
H: -2.622 3.612 2.415
H: -2.116 2.185 0.505
H: -0.892 1.930 1.755
H: 1.347 3.783 0.146
H: -0.952 2.143 -2.380
H: 0.434 3.147 -2.818
H: -2.240 4.254 -1.770
H: -1.878 4.051 -3.472
H: -1.544 6.339 -2.865
H: 0.011 5.659 -3.283
H: -0.907 5.806 -0.364
H: -0.127 7.172 -1.155
H: 0.760 5.674 -0.982
N: 1.029 1.272 -0.279
C: 1.670 0.352 -0.003


Entry 2:
Below is C36H41N3O4P2RuS2 as an isolated structure, with properties calculated with ωB97M-V/def2-TZVPD.

- Molar mass: 806.893 u
- 2S+1: 2
- Net charge: +1
- Energy relative to the best compared isomer or geometry (same formula, charge and spin): 0.751 eV
- Energy: -93487.48051 eV
- Orbital gap (alpha / beta): 6.7496 / 6.5297 eV
- E_HOMO (alpha / beta): -10.196 / -10.434 eV

Positions of all 89 atoms, in Å:
Ru: -0.440 -0.388 -0.783
C: 2.774 -2.514 3.905
C: 2.094 -1.310 4.011
C: 1.000 -1.054 3.196
C: 0.580 -1.999 2.265
C: 1.271 -3.202 2.161
C: 2.361 -3.462 2.977
P: -0.773 -1.569 1.142
C: -1.799 -3.077 1.011
C: -2.762 -3.156 0.005
C: -3.612 -4.252 -0.073
C: -3.514 -5.278 0.854
C: -2.579 -5.197 1.877
C: -1.730 -4.103 1.957
C: -1.859 -0.495 2.084
C: -2.240 -0.649 3.389
C: -3.221 0.207 3.934
C: -3.811 1.156 3.147
C: -3.443 1.316 1.789
C: -4.059 2.270 0.942
C: -3.666 2.385 -0.356
C: -2.615 1.587 -0.866
C: -1.981 0.648 -0.090
C: -2.426 0.490 1.262
H: 3.618 -2.720 4.550
H: 2.412 -0.567 4.732
H: 0.482 -0.105 3.279
H: 0.958 -3.952 1.445
H: 2.884 -4.407 2.896
H: -2.868 -2.354 -0.709
H: -4.353 -4.301 -0.860
H: -4.174 -6.134 0.790
H: -2.516 -5.982 2.620
H: -1.023 -4.047 2.774
H: -1.804 -1.427 4.005
H: -3.515 0.096 4.969
H: -4.579 1.803 3.557
H: -4.845 2.900 1.342
H: -4.140 3.114 -1.002
H: -2.283 1.752 -1.873
C: 0.783 1.176 -5.083
P: -0.481 1.478 -3.859
C: -1.997 0.854 -4.573
C: -0.703 3.247 -3.750
O: -0.095 0.883 -2.524
H: 0.545 1.670 -6.026
H: 0.868 0.101 -5.246
H: 1.738 1.553 -4.713
H: -2.128 1.265 -5.576
H: -2.853 1.147 -3.966
H: -1.958 -0.230 -4.635
H: -0.781 3.685 -4.747
H: 0.134 3.693 -3.217
H: -1.610 3.466 -3.185
S: -1.006 -1.882 -2.634
C: 0.570 -2.329 -2.169
N: 0.858 -3.407 -1.454
C: 2.275 -3.590 -1.104
C: 3.050 -2.925 -2.233
S: 1.972 -1.592 -2.830
H: 0.112 -3.842 -0.923
H: 2.498 -4.652 -1.028
H: 2.488 -3.096 -0.159
H: 3.236 -3.595 -3.070
H: 3.989 -2.507 -1.881
C: 1.179 3.007 2.724
C: 1.576 3.923 1.572
C: 2.030 3.181 0.292
C: 2.384 4.189 -0.810
C: 2.920 3.509 -2.067
C: 3.283 2.409 0.622
O: 4.348 2.936 0.832
N: 3.153 1.039 0.684
C: 2.042 0.316 0.325
O: 2.105 -0.911 0.350
N: 0.873 0.948 -0.067
C: 0.831 2.337 -0.162
O: -0.154 2.932 -0.529
H: 0.806 3.593 3.564
H: 2.026 2.421 3.089
H: 0.382 2.316 2.432
H: 2.397 4.577 1.870
H: 0.733 4.551 1.282
H: 3.135 4.871 -0.413
H: 1.481 4.763 -1.021
H: 3.881 3.027 -1.872
H: 3.079 4.228 -2.871
H: 2.229 2.740 -2.425
H: 3.976 0.505 0.928


Entry 3:
Below is a 2-piece molecular cluster, C36H42N3O overall, with properties calculated with ωB97M-V/def2-TZVPD.

- Molar mass: 532.752 u
- Net charge: +1
- Energy relative to the best compared isomer or geometry (same formula, charge and spin): 3.146 eV
- Energy: -44522.26237 eV
- Orbital gap: 4.8733 eV
- E_HOMO: -10.315 eV

Positions of all 82 atoms, in Å:
C: 5.996 -4.732 -0.177
N: 5.223 -4.072 -1.221
C: 5.285 -4.737 -2.512
C: 4.102 -3.282 -0.925
C: 4.234 -1.880 -0.709
C: 3.113 -1.086 -0.565
C: 1.812 -1.662 -0.417
C: 0.630 -0.915 -0.147
C: -0.655 -1.544 -0.091
C: -1.716 -1.255 -0.931
C: -2.939 -2.035 -1.059
C: -4.179 -1.426 -1.406
C: -5.361 -2.150 -1.456
C: -5.381 -3.553 -1.237
N: -6.589 -4.269 -1.329
C: -7.164 -4.656 -2.608
C: -7.198 -4.950 -0.198
C: -4.140 -4.179 -0.960
C: -2.968 -3.434 -0.838
C: 1.711 -3.076 -0.585
C: 2.815 -3.856 -0.858
H: 6.088 -4.079 0.699
H: 5.539 -5.682 0.138
H: 6.991 -4.959 -0.579
H: 4.975 -4.026 -3.289
H: 6.320 -5.048 -2.680
H: 4.635 -5.625 -2.556
H: 5.240 -1.462 -0.704
H: 3.222 0.004 -0.579
H: 0.718 0.162 -0.124
H: -0.785 -2.365 0.630
H: -1.585 -0.398 -1.604
H: -4.202 -0.351 -1.575
H: -6.318 -1.640 -1.626
H: -6.880 -3.945 -3.393
H: -6.834 -5.665 -2.912
H: -8.260 -4.682 -2.510
H: -7.023 -4.371 0.714
H: -8.283 -5.029 -0.376
H: -6.803 -5.969 -0.063
H: -4.129 -5.270 -0.845
H: -2.047 -3.944 -0.558
H: 0.730 -3.546 -0.537
H: 2.712 -4.937 -1.002
O: 1.557 3.462 -0.626
C: 0.942 3.801 0.604
C: 1.220 5.301 0.776
C: 1.364 6.071 -0.372
C: 1.504 7.462 -0.277
C: 1.519 8.085 0.975
C: 1.427 7.304 2.131
C: 1.294 5.914 2.037
C: -0.580 3.499 0.544
C: -1.021 2.288 0.010
C: -2.340 1.875 0.176
C: -3.234 2.685 0.885
C: -2.834 3.969 1.274
C: -1.518 4.398 1.053
C: 1.533 2.951 1.739
C: 3.000 3.214 2.090
C: 3.544 1.856 2.554
C: 2.442 0.828 2.257
N: 1.434 1.524 1.456
H: 1.683 2.492 -0.674
H: 1.358 5.590 -1.351
H: 1.608 8.043 -1.191
H: 1.600 9.170 1.050
H: 1.463 7.770 3.118
H: 1.221 5.306 2.940
H: -0.327 1.665 -0.537
H: -2.637 0.906 -0.216
H: -4.244 2.326 1.098
H: -3.531 4.641 1.774
H: -1.213 5.417 1.297
H: 0.925 3.176 2.638
H: 3.574 3.595 1.234
H: 3.038 3.953 2.894
H: 4.469 1.584 2.039
H: 3.739 1.895 3.634
H: 2.850 -0.015 1.691
H: 2.022 0.412 3.195
H: 0.502 1.165 1.640


Entry 4:
Below is C36H42N4O2PReS2 as an isolated structure, with properties calculated with ωB97M-V/def2-TZVPD.

- Molar mass: 844.073 u
- 2S+1: 2
- Net charge: +3
- Energy relative to the best compared isomer or geometry (same formula, charge and spin): 1.050 eV
- Energy: -81133.32050 eV
- Orbital gap (alpha / beta): 5.3948 / 5.7244 eV
- E_HOMO (alpha / beta): -15.510 / -15.514 eV

Positions of all 88 atoms, in Å:
Re: -0.147 0.223 -0.045
C: -3.233 0.593 0.989
N: -2.366 -0.331 0.215
C: -3.035 -0.495 -1.107
C: -2.373 -1.667 0.873
C: -1.131 -2.434 0.561
C: -1.101 -3.811 0.706
C: 0.099 -4.496 0.572
C: 1.292 -3.815 0.316
C: 1.272 -2.451 0.152
C: 0.054 -1.724 0.220
H: -4.239 0.172 1.062
H: -3.269 1.537 0.454
H: -2.832 0.751 1.981
H: -4.055 -0.849 -0.947
H: -2.495 -1.218 -1.715
H: -3.070 0.464 -1.617
H: -3.269 -2.222 0.588
H: -2.424 -1.513 1.953
H: -2.008 -4.354 0.941
H: 0.112 -5.573 0.686
H: 2.222 -4.363 0.245
H: 2.203 -1.934 -0.039
O: -0.815 0.488 2.802
N: 0.306 0.530 1.964
C: 1.426 0.616 2.604
C: 2.790 0.461 2.154
C: 3.702 0.320 3.210
C: 5.039 0.049 2.973
C: 5.476 -0.083 1.668
C: 4.589 0.087 0.605
C: 3.253 0.372 0.822
P: 2.171 0.811 -0.579
C: 2.862 0.069 -2.077
C: 2.248 -1.050 -2.641
C: 2.819 -1.692 -3.731
C: 4.002 -1.215 -4.275
C: 4.614 -0.089 -3.733
C: 4.053 0.547 -2.639
C: 2.480 2.606 -0.726
C: 2.609 3.221 -1.969
C: 2.846 4.587 -2.054
C: 2.948 5.350 -0.900
C: 2.792 4.747 0.344
C: 2.559 3.384 0.429
H: -0.588 -0.046 3.581
H: 1.324 0.725 3.683
H: 3.351 0.404 4.231
H: 5.725 -0.065 3.800
H: 6.515 -0.306 1.462
H: 4.969 -0.006 -0.403
H: 1.314 -1.422 -2.236
H: 2.341 -2.567 -4.153
H: 4.451 -1.717 -5.122
H: 5.533 0.288 -4.159
H: 4.547 1.417 -2.224
H: 2.550 2.642 -2.880
H: 2.983 5.047 -3.024
H: 3.171 6.408 -0.966
H: 2.874 5.335 1.249
H: 2.465 2.937 1.409
O: -0.650 0.515 -1.919
S: -0.214 1.417 -3.149
C: -0.216 0.223 -4.518
C: -1.109 0.836 -5.591
C: -2.315 1.405 -4.850
C: -1.748 2.224 -3.695
H: -0.653 -0.686 -4.098
H: 0.813 0.034 -4.812
H: -1.382 0.077 -6.322
H: -0.579 1.627 -6.127
H: -2.949 0.600 -4.473
H: -2.928 2.037 -5.490
H: -2.370 2.335 -2.809
H: -1.426 3.222 -4.000
C: -3.467 4.304 1.262
N: -2.316 5.079 0.824
C: -2.173 6.440 1.035
C: -0.988 6.808 0.506
N: -0.432 5.665 -0.024
C: -1.243 4.610 0.165
S: -0.895 3.028 -0.405
H: -3.844 4.733 2.187
H: -3.147 3.285 1.448
H: -4.250 4.322 0.507
H: -2.925 7.017 1.543
H: -0.505 7.767 0.460
H: 0.477 5.576 -0.454


Number 4 is which compound? C36H42N4O2PReS2


What is the molar mass in the first record? 939.608 u